1.
# C15H27IN2O5PPdS

C15H27IN2O5PPdS as an isolated structure (wB97M-V/def2-TZVPD, the Open Molecules 2025 dataset).

Summary:
HOMO-LUMO gap (spin up / spin down): 7.298 / 7.383 eV
ΔE to the lowest compared entry with this formula, charge and spin: 6.7 kcal per mole
Lowest unoccupied orbital energy (spin up / spin down): 0.0942 / 0.0657 Eh

ORCA input file:
```
! RIJCOSX wB97M-V def2-TZVPD def2/J DEFGRID3
* xyz -1 3
Pd -0.746 0.419 -0.103
O 0.240 -1.030 -1.258
S 1.407 -1.321 -0.294
O 1.589 -2.767 -0.262
O 2.595 -0.582 -0.709
O 0.877 -0.798 1.015
C 0.546 5.096 0.425
C -0.246 3.828 0.099
C -1.314 3.613 1.187
P 0.710 2.269 -0.206
C 2.058 2.127 1.050
C 1.507 2.178 2.475
C 3.257 3.054 0.859
C 1.590 2.394 -1.838
C 2.037 3.796 -2.250
C 0.783 1.744 -2.963
H -0.146 5.939 0.497
H 1.293 5.339 -0.325
H 1.042 5.006 1.392
H -0.772 3.958 -0.852
H -0.895 3.766 2.182
H -1.756 2.617 1.137
H -2.128 4.328 1.049
H 2.391 1.107 0.857
H 1.195 3.186 2.760
H 2.283 1.860 3.174
H 0.666 1.496 2.593
H 3.002 4.107 0.982
H 3.714 2.919 -0.122
H 4.018 2.809 1.605
H 2.466 1.765 -1.656
H 1.183 4.460 -2.404
H 2.572 3.727 -3.200
H 2.708 4.252 -1.523
H -0.155 2.273 -3.136
H 0.561 0.701 -2.739
H 1.372 1.777 -3.885
N -0.297 -4.768 -0.131
C -1.638 -4.780 -0.026
O -2.307 -5.796 -0.164
C -2.337 -3.470 0.234
C -3.674 -3.383 -0.124
C -4.368 -2.210 0.123
C -3.691 -1.166 0.728
N -2.413 -1.236 1.095
C -1.752 -2.373 0.846
H 0.170 -5.644 -0.284
H 0.306 -3.947 -0.075
H -4.140 -4.242 -0.589
H -5.406 -2.098 -0.156
H -4.190 -0.224 0.924
H -0.720 -2.390 1.180
I -2.836 1.547 -1.456
*
```

---

2.
# C6H6N4

One molecule with the formula C6H6N4 in a non-equilibrium geometry (wB97M-V/def2-TZVPD, the Open Molecules 2025 dataset).

Summary:
HOMO-LUMO gap: 9.036 eV
ΔE to the lowest compared entry with this formula, charge and spin: 9.6 kcal per mole
Lowest unoccupied orbital energy: 0.0223 Eh

ORCA input file:
```
! RIJCOSX wB97M-V def2-TZVPD def2/J DEFGRID3
* xyz 0 1
N -2.564 -1.032 -0.082
C -1.607 -0.042 -0.080
N -1.961 1.230 -0.134
N -0.777 1.993 -0.108
C 0.259 1.119 -0.005
N 1.573 1.439 0.034
C 2.428 0.430 -0.004
C 2.043 -0.957 -0.132
C 0.709 -1.261 -0.093
C -0.191 -0.182 -0.004
H -3.417 -0.593 0.272
H -2.314 -1.792 0.541
H -0.768 2.982 0.066
H 3.538 0.636 -0.057
H 2.764 -1.698 -0.107
H 0.284 -2.273 -0.107
*
```